93
Properties=species:S:1:pos:R:3:mulliken_charge:R:1 method="wB97M-V/def2-TZVPD" lumo_ev=2.081 spin_multiplicity=1 orbital_gap_ev=10.30 e_tot_ha=-6538.67168 total_charge=-1 e_above_lowest_kcal_mol=0.00
As 2.577 1.640 2.412 2.052
F 0.806 1.746 2.147 -0.443
F 2.246 0.817 3.936 -0.494
F 4.280 1.458 2.814 -0.509
F 2.982 2.407 0.884 -0.512
F 2.452 3.232 3.126 -0.510
F 2.540 0.108 1.597 -0.505
C 2.788 -2.562 -0.495 0.602
C 4.059 -2.504 0.342 -0.616
C 4.626 -3.919 0.156 -0.782
S 4.488 -4.278 -1.608 1.124
O 3.840 -5.539 -1.926 -0.673
O 5.770 -3.922 -2.184 -0.652
C 3.201 -2.943 -1.929 -0.891
H 2.385 -1.545 -0.547 -0.468
H 2.020 -3.186 -0.044 0.144
H 3.747 -2.253 1.355 0.149
H 4.773 -1.772 -0.030 0.395
H 3.931 -4.677 0.541 0.331
H 5.593 -4.198 0.567 0.508
H 2.382 -3.506 -2.369 0.403
H 3.697 -2.192 -2.532 0.429
C 1.102 -2.222 4.539 -0.057
C 1.787 -2.211 5.924 -0.831
C 2.501 -3.544 5.969 -0.667
S 1.203 -4.718 5.451 1.057
O 0.466 -5.293 6.589 -0.656
O 1.865 -5.642 4.536 -0.651
C 0.165 -3.434 4.587 -0.401
H 1.881 -2.230 3.774 -0.020
H 0.510 -1.348 4.262 0.285
H 1.108 -2.081 6.768 0.366
H 2.541 -1.423 5.955 0.322
H 2.943 -3.928 6.883 0.447
H 3.219 -3.497 5.151 0.336
H -0.606 -3.146 5.298 0.384
H -0.164 -3.967 3.700 0.153
C -0.493 -1.782 1.128 1.279
C -1.600 -0.836 1.441 0.388
C -2.608 -0.867 0.286 0.379
S -2.676 -2.587 -0.262 1.236
O -2.702 -2.654 -1.714 -0.674
O -3.715 -3.343 0.426 -0.739
C -1.062 -3.098 0.477 -0.966
H 0.075 -2.057 2.016 -0.424
H 0.157 -1.433 0.322 -0.859
H -1.188 0.151 1.653 -0.890
H -2.039 -1.215 2.372 0.487
H -2.179 -0.225 -0.477 -0.803
H -3.647 -0.728 0.576 0.633
H -0.492 -3.376 -0.406 0.479
H -1.183 -3.865 1.235 0.357
C -1.439 3.983 2.255 -0.783
C -0.796 4.020 0.855 0.345
C -1.947 4.409 -0.097 -0.727
S -3.321 3.359 0.484 0.912
O -3.265 2.054 -0.198 -0.471
O -4.539 4.158 0.571 -0.745
C -2.592 3.032 2.133 -0.001
H -1.567 4.980 2.674 0.398
H -0.730 3.503 2.935 0.228
H -0.452 3.017 0.625 -0.562
H 0.000 4.758 0.880 0.452
H -1.804 4.357 -1.176 0.332
H -2.452 5.372 0.026 0.411
H -2.245 1.997 2.121 -0.313
H -3.316 2.986 2.949 0.501
C -0.371 4.115 -7.600 -1.114
C -1.121 4.274 -6.276 -0.089
O -0.375 3.552 -5.249 -0.416
P -1.081 2.187 -4.793 0.752
O -1.250 1.256 -5.927 -0.759
O -0.195 1.705 -3.553 -0.373
C -0.794 1.346 -2.315 0.413
C 0.321 1.150 -1.297 -0.718
O -2.474 2.674 -4.140 -0.163
C -3.658 1.939 -4.394 -0.408
C -3.970 0.754 -3.504 -0.715
H -0.194 5.115 -7.998 0.340
H 0.609 3.677 -7.421 0.283
H -0.872 3.483 -8.331 0.308
H -1.032 5.325 -6.008 0.328
H -2.177 4.020 -6.269 0.204
H -1.499 2.061 -1.895 0.330
H -1.304 0.385 -2.393 0.098
H 1.032 1.965 -1.454 0.520
H 0.171 1.158 -0.213 -0.475
H 0.787 0.163 -1.375 0.222
H -4.422 2.682 -4.087 0.327
H -4.029 1.882 -5.423 0.353
H -3.234 -0.048 -3.643 0.230
H -3.803 1.065 -2.470 0.034
H -4.950 0.322 -3.679 0.479

***

75
Properties=species:S:1:pos:R:3:mulliken_charge:R:1 method="wB97M-V/def2-TZVPD" lumo_ev=2.816 spin_multiplicity=1 orbital_gap_ev=7.32 e_tot_ha=-4082.50452 total_charge=-1
C -6.935 2.136 -0.797 -0.954
C -6.011 1.980 -2.143 -0.388
C -4.649 1.059 -1.910 -0.362
C -4.089 0.656 -3.399 -0.491
C -2.826 -0.411 -3.384 -0.572
C -1.989 -0.435 -1.964 -0.357
C -0.599 -1.262 -2.258 0.193
C -0.646 -2.846 -1.739 -0.687
C 0.846 -3.165 -1.148 -0.585
C 0.953 -3.382 0.463 -0.635
C -0.009 -2.459 1.397 -0.221
C 0.732 -1.178 2.125 -0.495
P 1.222 0.237 0.929 0.923
O 2.770 0.139 1.787 -0.294
C 3.337 1.490 1.630 -0.671
C 3.165 1.792 -0.004 -0.077
Br 4.545 0.484 -0.742 -0.272
O 1.730 1.465 -0.226 0.030
H -7.259 1.080 -0.347 0.242
H -7.959 2.669 -1.088 0.294
H -6.464 2.792 0.055 0.260
H -6.675 1.449 -2.968 0.254
H -5.693 3.025 -2.583 0.264
H -3.871 1.699 -1.291 0.221
H -4.892 0.105 -1.278 0.233
H -5.006 0.183 -3.996 0.257
H -3.747 1.656 -3.949 0.197
H -3.248 -1.507 -3.531 0.177
H -2.146 -0.109 -4.318 0.209
H -2.609 -0.848 -1.062 0.203
H -1.656 0.688 -1.736 0.130
H -0.350 -1.320 -3.410 0.313
H 0.262 -0.650 -1.709 -0.324
H -0.848 -3.507 -2.689 0.336
H -1.513 -3.056 -0.974 0.334
H 1.187 -4.193 -1.651 0.342
H 1.609 -2.359 -1.589 0.272
H 2.080 -3.133 0.767 0.195
H 0.808 -4.524 0.770 0.357
H -0.381 -3.157 2.294 0.198
H -0.981 -2.047 0.897 0.171
H 1.634 -1.478 2.823 -0.262
H -0.087 -0.712 2.859 0.247
H 1.867 -0.696 0.011 -0.538
H -0.077 0.125 0.316 -0.333
H 0.595 1.195 1.803 -0.254
H 4.421 1.469 2.077 0.262
H 2.702 2.327 2.149 0.293
H 3.502 2.888 -0.293 0.305
C 1.865 -2.906 5.673 -0.316
C 3.240 -2.801 5.065 -0.355
C 4.128 -3.223 6.215 -0.492
O 3.374 -4.154 7.003 -0.396
C 2.007 -4.116 6.570 -0.450
H 1.065 -3.013 4.936 0.193
H 1.658 -2.015 6.278 0.235
H 3.335 -3.514 4.238 0.178
H 3.478 -1.804 4.685 0.320
H 4.381 -2.371 6.855 0.266
H 5.056 -3.693 5.877 0.280
H 1.805 -5.042 6.021 0.270
H 1.346 -4.074 7.440 0.278
C 1.649 5.291 -2.952 -0.531
C 2.257 3.971 -3.350 -0.536
C 1.110 3.012 -3.118 0.181
O -0.100 3.746 -3.348 -0.412
C 0.223 5.141 -3.433 -0.521
H 2.156 6.157 -3.386 0.355
H 1.667 5.394 -1.861 0.248
H 2.519 3.989 -4.415 0.304
H 3.153 3.710 -2.782 0.291
H 1.093 2.655 -2.083 -0.125
H 1.147 2.145 -3.785 0.251
H 0.124 5.443 -4.481 0.276
H -0.485 5.721 -2.834 0.265

***

77
Properties=species:S:1:pos:R:3:lowdin_spin:R:1 method="wB97M-V/def2-TZVPD" lumo_ev="-0.139 / -0.984" s2=3.7834 spin_multiplicity=4 orbital_gap_ev="7.93 / 6.86" e_tot_ha=-2755.64003 total_charge=0 e_above_lowest_kcal_mol=0.00
Tc 0.617 -0.413 0.230 2.524
Cl 1.028 0.009 -2.122 0.109
P -0.188 -2.472 -0.282 0.071
C 0.815 -3.542 -1.470 0.009
C -0.482 -3.571 1.207 0.015
C -1.830 -2.520 -1.185 0.021
C 2.276 -3.142 -1.637 0.003
H 0.316 -3.346 -2.437 0.000
C 0.770 -5.044 -1.158 0.001
H 1.270 -5.279 -0.206 0.000
H 1.326 -5.560 -1.954 0.001
H -0.239 -5.472 -1.154 0.000
H 2.400 -2.076 -1.850 0.002
H 2.687 -3.725 -2.487 0.000
H 2.865 -3.418 -0.749 0.000
H -1.563 -1.995 -2.120 0.000
C -2.949 -1.729 -0.500 0.003
C -2.309 -3.935 -1.532 0.003
H -1.651 -4.439 -2.245 0.000
H -3.296 -3.857 -2.007 0.001
H -2.433 -4.572 -0.645 0.000
H -2.589 -0.883 0.091 0.002
H -3.563 -2.367 0.149 0.000
H -3.615 -1.339 -1.284 0.000
C 0.730 -3.504 2.129 0.003
H -0.544 -4.582 0.785 0.001
C -1.779 -3.316 1.979 0.003
H 1.661 -3.804 1.627 0.000
H 0.554 -4.187 2.975 0.000
H 0.859 -2.493 2.543 0.001
H -1.873 -2.261 2.272 0.002
H -1.751 -3.928 2.894 0.001
H -2.677 -3.626 1.428 0.000
Cl -0.916 -0.088 1.963 0.151
H -0.502 0.657 -0.329 -0.018
P 0.485 2.448 -0.208 -0.027
C -0.496 3.198 -1.612 0.002
C 0.054 3.559 1.229 -0.004
C 2.252 2.912 -0.679 -0.006
C -1.821 2.457 -1.833 0.000
H 0.161 2.996 -2.474 0.000
C -0.783 4.708 -1.557 0.000
H -1.609 4.945 -0.875 0.000
H -1.100 5.013 -2.566 0.000
H 0.082 5.323 -1.295 0.000
H -1.660 1.419 -2.144 0.000
H -2.392 2.968 -2.622 0.000
H -2.440 2.452 -0.925 0.000
H 2.385 2.284 -1.573 0.001
C 3.311 2.486 0.350 0.000
C 2.422 4.379 -1.077 -0.002
H 1.868 4.623 -1.999 0.000
H 3.489 4.563 -1.283 -0.001
H 2.116 5.065 -0.269 0.000
H 2.867 2.010 1.233 0.000
H 3.916 3.349 0.675 0.000
H 3.995 1.753 -0.103 0.000
C -1.447 3.479 1.514 0.001
H 0.318 4.575 0.895 -0.001
C 0.854 3.242 2.494 0.000
H -2.064 3.921 0.722 0.000
H -1.653 4.040 2.439 0.000
H -1.750 2.435 1.677 0.001
H 0.768 2.181 2.787 0.000
H 0.441 3.845 3.319 0.000
H 1.916 3.502 2.396 0.000
O 1.646 0.255 3.682 0.009
C 2.472 -0.293 2.967 0.006
C 3.855 -0.714 3.423 0.002
C 4.519 -1.316 2.211 0.003
C 3.575 -0.979 1.079 0.017
O 3.857 -0.971 -0.120 0.016
N 2.356 -0.584 1.607 0.070
H 4.399 0.180 3.755 0.001
H 3.791 -1.437 4.245 0.000
H 5.524 -0.941 2.024 0.001
H 4.584 -2.411 2.311 0.000

***

87
Properties=species:S:1:pos:R:3:mulliken_charge:R:1 method="wB97M-V/def2-TZVPD" lumo_ev=-2.279 spin_multiplicity=1 smiles="[H]/N=C(/N)NCCCC[C@@]1(P(O)(O)=S)[C@H](COC)[C@H](COCOCCO)[C@H](C[C@H](C)F)[C@H](P(=O)(O)O)[N@@H+]1CCCCl" orbital_gap_ev=9.67 e_tot_ha=-3403.49167 total_charge=+1
C -4.441 -0.209 3.153 -0.867
O -3.040 -0.366 2.997 -0.353
C -2.500 0.530 2.057 -1.772
C -1.050 0.096 1.836 -0.374
C -0.104 1.281 1.413 -0.350
C -0.820 2.554 0.972 -1.959
O -1.740 2.336 -0.085 -0.089
C -1.872 3.451 -0.926 -0.748
O -2.894 3.130 -1.804 -0.389
C -3.226 4.219 -2.650 -0.394
C -2.278 4.403 -3.838 -0.359
O -1.611 5.661 -3.730 -0.544
C 1.124 0.862 0.550 2.270
C 1.844 2.046 -0.117 -1.906
C 2.453 3.049 0.894 0.052
C 3.860 3.450 0.500 -1.669
F 2.506 2.496 2.168 -0.347
C 0.933 -0.352 -0.394 0.589
P 1.572 -0.355 -2.117 1.050
O 1.143 -1.636 -2.691 -0.638
O 3.153 -0.214 -1.985 -0.665
O 1.155 0.911 -2.956 -0.662
N -0.423 -0.977 -0.381 0.653
C -1.433 -0.223 -1.217 -0.674
C -1.780 -0.808 -2.589 -1.670
C -1.940 -2.315 -2.724 -0.293
Cl -1.831 -2.734 -4.470 -0.211
C -0.842 -1.232 1.065 2.190
C 0.249 -2.157 1.732 -2.484
C 1.373 -1.544 2.600 -1.391
C 2.797 -1.852 2.098 -0.467
C 3.062 -3.342 1.876 -0.835
N 4.125 -3.580 0.868 -0.302
C 3.620 -4.392 -0.185 0.104
N 3.877 -5.608 -0.415 -0.691
N 2.684 -3.669 -0.957 -0.200
P -2.315 -2.406 0.970 0.607
O -2.439 -3.022 2.434 -0.449
O -1.641 -3.600 0.111 -0.704
S -3.975 -1.890 0.184 -0.376
H -4.942 -0.180 2.186 0.362
H -4.808 -1.072 3.702 0.249
H -4.655 0.697 3.722 0.340
H -2.517 1.529 2.501 0.887
H -3.105 0.588 1.152 0.294
H -0.770 -0.163 2.857 0.641
H 0.355 1.598 2.349 0.910
H -1.356 2.958 1.833 0.694
H -0.123 3.343 0.698 0.650
H -0.930 3.624 -1.477 0.337
H -2.133 4.341 -0.338 0.592
H -3.231 5.159 -2.091 0.365
H -4.239 4.062 -3.006 0.358
H -1.562 3.582 -3.885 0.184
H -2.871 4.417 -4.751 0.328
H -0.681 5.558 -3.915 0.317
H 1.857 0.520 1.275 0.374
H 2.679 1.690 -0.713 0.943
H 1.156 2.621 -0.741 -0.258
H 1.849 3.955 0.945 0.372
H 4.283 4.127 1.235 0.449
H 3.879 3.869 -0.502 0.349
H 4.480 2.550 0.499 0.412
H 1.600 -1.146 -0.049 -1.674
H 3.485 -0.795 -1.289 0.379
H 0.852 1.670 -2.450 0.398
H -0.283 -1.899 -0.818 0.689
H -1.030 0.771 -1.383 -0.304
H -2.327 -0.029 -0.641 0.783
H -1.067 -0.495 -3.345 0.544
H -2.727 -0.342 -2.866 0.648
H -1.143 -2.888 -2.261 0.077
H -2.910 -2.679 -2.413 0.442
H 0.726 -2.685 0.904 0.684
H -0.234 -2.930 2.318 0.930
H 1.310 -1.987 3.596 0.609
H 1.283 -0.478 2.779 0.482
H 3.060 -1.264 1.218 0.084
H 3.479 -1.514 2.880 0.732
H 2.167 -3.887 1.597 0.330
H 3.401 -3.759 2.825 0.543
H 4.928 -4.029 1.285 0.329
H 4.499 -5.987 0.294 0.250
H 3.177 -3.015 -1.549 0.165
H 2.148 -4.302 -1.536 0.229
H -3.256 -3.537 2.456 0.485
H -1.087 -4.159 0.665 0.335

***

88
Properties=species:S:1:pos:R:3:mulliken_charge:R:1 method="wB97M-V/def2-TZVPD" lumo_ev=-3.265 spin_multiplicity=1 orbital_gap_ev=8.55 e_tot_ha=-3391.99082 total_charge=+1
O -1.479 -0.640 4.092 -0.506
C -0.611 -0.713 3.297 0.348
O -0.359 0.308 2.421 -0.224
C 0.241 -1.965 3.221 -1.174
N 1.522 -1.770 2.533 0.335
C 1.595 -2.327 1.178 0.445
C 1.681 -3.868 1.181 -1.367
C 3.106 -4.418 0.984 -0.619
S 3.852 -4.952 2.566 -0.239
C 2.457 -1.140 3.239 0.483
N 2.228 -0.686 4.481 -0.538
C 3.343 -0.105 4.889 -0.091
N 4.262 -0.196 3.932 -0.301
S 5.820 0.503 4.201 -0.131
N 3.737 -0.858 2.850 0.779
C 4.523 -1.053 1.655 -0.684
C 4.159 0.027 0.596 0.983
C 4.336 1.447 1.045 -0.669
O 5.208 0.759 0.084 -0.561
H 0.172 0.973 2.881 0.246
H 0.384 -2.404 4.203 0.524
H -0.330 -2.700 2.650 0.665
H 2.320 -1.870 0.515 -0.039
H 0.624 -2.107 0.730 -0.266
H 1.197 -4.294 2.056 0.660
H 1.097 -4.201 0.319 0.422
H 3.761 -3.752 0.425 0.377
H 3.014 -5.323 0.386 0.491
H 2.816 -4.834 3.410 0.108
H 3.492 0.376 5.842 0.472
H 6.661 -0.391 3.644 0.235
H 4.347 -2.013 1.179 -0.534
H 5.593 -0.939 1.798 0.540
H 3.310 -0.178 -0.054 0.244
H 3.655 2.149 0.583 0.331
H 5.076 1.694 1.792 0.238
O -3.141 5.211 -0.618 -0.793
P -3.178 4.744 0.784 1.181
O -4.747 4.634 1.199 -0.346
C -5.749 4.251 0.257 -0.261
C -6.172 2.808 0.459 -0.972
O -2.703 6.047 1.621 -0.346
C -2.103 7.173 0.977 -0.275
C -3.134 8.248 0.711 -1.058
O -2.608 3.818 1.984 -0.429
C -2.875 2.412 2.000 -0.465
C -2.381 1.712 0.751 -1.045
H -5.417 4.401 -0.771 0.306
H -6.604 4.908 0.422 0.348
H -5.346 2.127 0.236 0.139
H -7.005 2.556 -0.198 0.408
H -6.474 2.632 1.492 0.270
H -1.593 6.876 0.061 0.340
H -1.341 7.555 1.659 0.327
H -3.970 7.857 0.131 0.281
H -2.691 9.083 0.166 0.373
H -3.542 8.622 1.651 0.278
H -3.940 2.238 2.164 0.161
H -2.358 2.012 2.872 0.300
H -2.870 2.104 -0.148 0.639
H -2.574 0.641 0.813 0.330
H -1.308 1.863 0.627 0.293
O -0.525 -2.214 -5.536 -0.810
P -0.589 -2.598 -4.111 1.177
O 0.932 -3.042 -3.692 -0.277
C 2.078 -2.410 -4.258 -0.452
C 2.701 -1.423 -3.286 -0.594
O -1.352 -4.021 -4.137 -0.331
C -2.051 -4.477 -5.301 -0.294
C -1.180 -5.411 -6.114 -1.047
O -1.117 -2.386 -2.595 -0.432
C -0.616 -1.305 -1.814 0.349
C -0.847 0.057 -2.437 -1.338
H 1.842 -1.907 -5.196 0.348
H 2.795 -3.200 -4.484 0.350
H 2.023 -0.587 -3.094 0.166
H 3.630 -1.019 -3.687 0.507
H 2.911 -1.905 -2.326 -0.123
H -2.402 -3.640 -5.901 0.347
H -2.933 -5.011 -4.947 0.329
H -0.234 -4.939 -6.378 0.276
H -1.688 -5.712 -7.030 0.384
H -0.943 -6.306 -5.536 0.272
H 0.445 -1.473 -1.603 -0.286
H -1.141 -1.353 -0.857 0.340
H -0.355 0.151 -3.410 0.474
H -0.462 0.835 -1.776 0.354
H -1.912 0.227 -2.599 0.344